Below is C5H8 in the gas phase, with properties calculated with wB97M-V/def2-TZVPD.

As for the total energy: -195.28881 Eh. The value obtained for the energy above the lowest of the compared OMol25 structures with the same formula, charge and spin is 8.5 kJ/mol. The value obtained for the molar mass is 68.119 g/mol. Its SMILES is C1=CCCC1. For the lowest unoccupied orbital energy, the calculation gives 1.25 eV.

```
13
Properties=species:S:1:pos:R:3:forces:R:3
C -0.5401 1.0473 -0.6470 -0.0162 0.2141 0.7742
C 0.7772 1.0161 -0.4782 -0.2971 0.2037 -0.1266
C 1.2155 -0.2747 0.1506 0.0958 -0.0894 -0.2113
C -0.1219 -0.8969 0.6326 0.1090 -0.1780 0.0476
C -1.2464 -0.1777 -0.1444 0.0641 0.0190 -0.0551
H -1.1253 1.8833 -0.9502 -0.0994 0.5874 -0.6702
H 1.4701 1.7908 -0.7996 -0.1546 -0.1020 0.1354
H 1.7057 -0.8646 -0.6335 0.0343 -0.2277 0.2376
H 1.9453 -0.1253 0.9618 -0.2556 -0.1146 -0.2385
H -0.1645 -1.9757 0.4806 0.1052 0.0062 0.1719
H -0.2176 -0.6865 1.7051 -0.1176 -0.1356 -0.2114
H -1.6331 -0.7332 -1.0128 0.1791 -0.1707 0.2466
H -2.1307 0.0512 0.4719 0.3529 -0.0122 -0.1001
```
Positions in Å, forces in eV/Å.

Below is a molecular structure, C5H8, with properties calculated with wB97M-V/def2-TZVPD.

As for the total energy: -195.13264 Eh. The value obtained for the energy above the lowest of the compared OMol25 structures with the same formula, charge and spin is 418.5 kJ/mol. The value obtained for the molar mass is 68.119 g/mol. For the lowest unoccupied orbital energy, the calculation gives 1.10 eV.

```
13
Properties=species:S:1:pos:R:3:forces:R:3
C -0.0027 1.4718 0.8332 1.7189 -2.8749 -0.3356
C 1.1213 0.8406 0.8631 2.2347 -0.9297 0.9933
C 0.0439 0.1094 0.2476 0.0719 0.7128 -4.5577
C -0.6164 -1.1422 0.7641 -2.3851 1.1296 1.8556
C 0.0820 0.1362 -1.6883 1.2624 -1.6665 3.0167
H -0.6303 2.2281 1.0084 -1.9517 2.8307 0.7691
H 2.1673 0.5707 1.1621 -1.1837 1.0615 -0.2601
H -1.5954 -0.7345 1.3674 2.2530 -1.4346 -1.1498
H -0.0299 -1.8412 1.4016 -0.1394 0.8843 -0.2071
H -0.9897 -1.7425 -0.0421 -0.2973 -0.2632 -0.4645
H -0.7533 -0.6112 -1.7771 0.6484 1.2701 -0.9926
H 1.0767 -0.4181 -1.8821 -1.5628 0.7918 0.0981
H 0.1265 1.1327 -2.2580 -0.6692 -1.5119 1.2347
```
Positions in Å, forces in eV/Å.

Below is C5H8 in the gas phase, with properties calculated with wB97M-V/def2-TZVPD.

As for the total energy: -195.05734 Eh. The value obtained for the energy above the lowest of the compared OMol25 structures with the same formula, charge and spin is 616.2 kJ/mol. The value obtained for the molar mass is 68.119 g/mol. For the lowest unoccupied orbital energy, the calculation gives 0.08 eV.

```
13
Properties=species:S:1:pos:R:3:forces:R:3
C -1.5188 -1.0299 0.4109 -1.3212 1.7167 -1.6459
C -1.4206 -0.1566 -0.7473 2.3477 -4.7074 0.0214
C -0.4015 0.0641 0.7500 1.6309 2.9634 2.3267
C 0.7317 0.7590 -0.0233 0.2924 -0.5743 -2.0387
C 1.8752 0.1075 -0.2279 0.7304 0.3096 1.2065
H -1.0718 -1.9799 0.5812 0.6851 -0.8255 -1.1816
H -0.6749 -0.2699 -1.6418 -1.4678 -0.2711 1.2847
H -2.1051 0.6198 -0.9604 -0.4030 1.4525 0.9245
H -0.8553 0.9440 1.2016 -0.2977 -0.1401 0.6743
H 0.2864 -0.4685 1.5707 -2.1819 0.4876 -1.7357
H 0.4754 1.6864 -0.5862 0.4166 -0.4332 0.8776
H 2.8030 0.6239 -0.6189 -1.2486 -1.1201 0.1796
H 1.8763 -0.9000 0.2912 0.8171 1.1419 -0.8933
```
Positions in Å, forces in eV/Å.

Below is C5H8 in the gas phase, with properties calculated with wB97M-V/def2-TZVPD.

As for the total energy: -195.24640 Eh. The value obtained for the energy above the lowest of the compared OMol25 structures with the same formula, charge and spin is 119.8 kJ/mol. The value obtained for the molar mass is 68.119 g/mol. Its SMILES is C#CC(C)C. For the lowest unoccupied orbital energy, the calculation gives 1.13 eV.

```
13
Properties=species:S:1:pos:R:3:forces:R:3
C 2.4593 -0.6394 0.0531 -0.4398 0.0897 0.0251
C 1.2936 -0.3701 0.1969 0.4580 -0.0954 -0.0321
C -0.1063 0.0280 0.4175 0.0084 0.0119 0.0414
C -0.3803 1.3975 -0.2230 -0.0203 0.0803 -0.0252
C -1.1009 -1.0275 -0.0838 -0.0314 -0.0612 -0.0150
H 3.4955 -0.8682 -0.0659 -0.2043 0.0072 -0.0034
H -0.2335 0.1253 1.5043 0.0415 -0.0082 -0.1382
H 0.4418 2.0934 -0.0339 -0.1432 -0.0866 0.0161
H -0.4965 1.2954 -1.3075 0.0630 0.0069 0.1435
H -1.3021 1.8298 0.1799 0.0949 -0.0869 -0.0795
H -2.1207 -0.7431 0.1991 0.1552 -0.0263 -0.0499
H -0.8884 -2.0141 0.3391 -0.0185 0.1616 -0.0447
H -1.0614 -1.1070 -1.1758 0.0366 0.0069 0.1620
```
Positions in Å, forces in eV/Å.

Below is C5H8 in the gas phase, with properties calculated with wB97M-V/def2-TZVPD.

As for the total energy: -195.24914 Eh. The value obtained for the energy above the lowest of the compared OMol25 structures with the same formula, charge and spin is 112.6 kJ/mol. The value obtained for the molar mass is 68.119 g/mol. Its SMILES is C1=CCCC1. For the lowest unoccupied orbital energy, the calculation gives 1.20 eV.

```
13
Properties=species:S:1:pos:R:3:forces:R:3
C -0.5258 1.0964 -0.6300 0.1333 -0.1444 -0.2351
C 0.8007 0.9943 -0.4788 -0.1512 -0.6718 -0.6041
C 1.1749 -0.2245 0.2952 0.5111 -0.9556 -1.0405
C -0.1905 -0.7421 0.8642 0.2502 -0.2560 -0.3056
C -1.1928 -0.1781 -0.1484 -0.1119 -0.0302 0.0991
H -1.0995 1.8409 -1.1801 0.4127 -0.1889 -0.1958
H 1.5956 1.1884 -1.1976 -0.2329 1.7954 0.3343
H 1.6669 -0.8234 -0.6673 -1.1201 0.3146 2.9482
H 1.9226 -0.0662 1.1006 -0.1614 -0.1723 -0.7777
H -0.1532 -1.8287 0.9340 -0.3406 -0.0508 -0.1086
H -0.5011 -0.3853 1.8665 0.8704 0.1561 -0.3973
H -1.2301 -0.8648 -1.0145 -0.1463 0.3012 0.0952
H -2.2166 -0.0487 0.2066 0.0868 -0.0975 0.1880
```
Positions in Å, forces in eV/Å.

Below is C5H8 in the gas phase, with properties calculated with wB97M-V/def2-TZVPD.

As for the total energy: -195.20846 Eh. The value obtained for the energy above the lowest of the compared OMol25 structures with the same formula, charge and spin is 219.4 kJ/mol. The value obtained for the molar mass is 68.119 g/mol. Its SMILES is C=CC1CC1. For the lowest unoccupied orbital energy, the calculation gives 1.30 eV.

```
13
Properties=species:S:1:pos:R:3:forces:R:3
C -2.2512 0.1897 0.1130 -5.9514 -0.9063 -0.6467
C -1.1391 -0.1969 -0.3595 5.2555 0.0805 -0.8441
C 0.2282 -0.0484 0.5015 -3.1455 -0.5969 -1.6249
C 1.4157 -0.7236 -0.1006 2.4881 -2.4600 1.2378
C 1.3359 0.7840 -0.1046 -0.4275 -0.1739 0.3768
H -3.2710 -0.0210 -0.4598 2.3287 0.8103 0.9520
H -2.4230 0.3754 1.1265 -0.0074 0.7294 1.5142
H -1.1175 -0.4624 -1.4318 0.5717 -0.1188 0.6494
H -0.0796 0.0663 1.5608 0.8972 -0.3801 -0.6388
H 1.3675 -1.4902 -0.9538 -0.5311 2.0063 0.7398
H 2.2578 -1.1853 0.5319 -1.5472 0.9772 -0.3669
H 1.8824 1.3644 0.7083 -0.3655 -0.7260 -1.8076
H 1.0599 1.1660 -1.0857 0.4344 0.7584 0.4590
```
Positions in Å, forces in eV/Å.

Below is C5H8 in the gas phase, with properties calculated with wB97M-V/def2-TZVPD.

As for the total energy: -195.24208 Eh. The value obtained for the energy above the lowest of the compared OMol25 structures with the same formula, charge and spin is 131.1 kJ/mol. The value obtained for the molar mass is 68.119 g/mol. Its SMILES is C1=CCCC1. For the lowest unoccupied orbital energy, the calculation gives 1.17 eV.

```
13
Properties=species:S:1:pos:R:3:forces:R:3
C 0.9008 1.0528 -0.1231 2.0353 -1.1940 1.0507
C -0.4003 1.2253 0.0173 -0.3218 3.0922 -1.1495
C -1.2444 0.0462 0.1740 -1.3156 -1.5643 -0.0546
C -0.1915 -1.0537 -0.2557 -0.9501 -2.1537 0.8660
C 1.2171 -0.4443 0.2314 -0.0281 -0.7067 -1.7882
H 1.7424 1.7836 -0.3246 -1.5055 -0.7411 0.3148
H -0.8540 2.2037 -0.1911 0.1193 -0.2591 0.3543
H -2.1084 0.0547 -0.5840 1.0897 0.0791 1.2314
H -1.7381 -0.0484 1.2382 1.1431 -0.0522 -1.8838
H -0.3536 -1.2510 -1.4479 0.9759 0.5591 2.9967
H -0.4283 -2.0526 0.3292 0.5351 1.7141 -1.4493
H 2.0754 -0.9167 -0.4521 -1.6146 1.0658 1.9091
H 1.3830 -0.5994 1.3885 -0.1626 0.1609 -2.3975
```
Positions in Å, forces in eV/Å.

Please write out number 3 again, unchanged.
Below is C5H8 in the gas phase, with properties calculated with wB97M-V/def2-TZVPD.

As for the total energy: -195.05734 Eh. The value obtained for the energy above the lowest of the compared OMol25 structures with the same formula, charge and spin is 616.2 kJ/mol. The value obtained for the molar mass is 68.119 g/mol. For the lowest unoccupied orbital energy, the calculation gives 0.08 eV.

```
13
Properties=species:S:1:pos:R:3:forces:R:3
C -1.5188 -1.0299 0.4109 -1.3212 1.7167 -1.6459
C -1.4206 -0.1566 -0.7473 2.3477 -4.7074 0.0214
C -0.4015 0.0641 0.7500 1.6309 2.9634 2.3267
C 0.7317 0.7590 -0.0233 0.2924 -0.5743 -2.0387
C 1.8752 0.1075 -0.2279 0.7304 0.3096 1.2065
H -1.0718 -1.9799 0.5812 0.6851 -0.8255 -1.1816
H -0.6749 -0.2699 -1.6418 -1.4678 -0.2711 1.2847
H -2.1051 0.6198 -0.9604 -0.4030 1.4525 0.9245
H -0.8553 0.9440 1.2016 -0.2977 -0.1401 0.6743
H 0.2864 -0.4685 1.5707 -2.1819 0.4876 -1.7357
H 0.4754 1.6864 -0.5862 0.4166 -0.4332 0.8776
H 2.8030 0.6239 -0.6189 -1.2486 -1.1201 0.1796
H 1.8763 -0.9000 0.2912 0.8171 1.1419 -0.8933
```
Positions in Å, forces in eV/Å.